72
Properties=species:S:1:pos:R:3:forces:R:3:lowdin_charge:R:1 method="wB97M-V/def2-TZVPD" e_lumo_ev="0.2152 / 0.2119" total_energy_ev=-99488.8569 largest_force_ev_per_a=0.7 s_squared=0.76 spin_multiplicity=2 gap_ev="7.993 / 7.945"
Co -1.9848 0.2795 1.4991 -0.003 -0.053 -0.018 0.2717
N -2.1631 0.7955 3.6283 -0.008 -0.021 0.050 -0.0083
C -2.7935 -0.4193 4.1761 0.003 0.003 -0.003 -0.1526
C -2.2851 -1.6778 3.4640 0.006 0.015 -0.063 -0.6320
O -2.2446 -2.7370 4.0615 -0.004 -0.025 0.017 0.0435
O -1.9580 -1.5003 2.2247 0.037 -0.042 0.003 -0.1934
H -1.2517 0.9348 4.0508 -0.009 0.002 0.016 0.0853
H -2.7242 1.6119 3.8399 -0.014 0.005 -0.017 0.0948
H -3.8649 -0.3581 3.9779 -0.003 -0.002 0.006 0.1105
H -2.6481 -0.5374 5.2496 0.003 0.000 0.001 0.1171
C -4.1612 4.6310 -2.0652 -0.004 -0.001 0.000 -0.0315
C -3.4301 3.6646 -1.1844 0.009 0.001 0.000 -0.3267
C -2.0435 3.7315 -1.0260 -0.005 -0.005 -0.020 -0.0165
C -1.4597 2.7949 -0.1986 -0.002 -0.025 0.001 -0.1094
N -2.1967 1.8809 0.4143 0.000 0.072 0.015 -0.0484
C -3.5374 1.8541 0.1881 0.014 0.000 0.022 -0.7855
S -4.2457 0.5262 1.0166 -0.035 0.026 -0.019 0.7150
N -4.1703 2.7347 -0.5853 0.006 -0.012 -0.014 0.1223
H -3.5487 5.4958 -2.3139 0.003 -0.001 -0.001 0.0741
H -5.0770 4.9547 -1.5737 0.001 0.004 -0.001 0.0832
H -4.4495 4.1297 -2.9909 -0.004 -0.002 0.001 0.0867
H -1.4524 4.4839 -1.5265 -0.003 0.008 0.002 0.1058
H -0.3906 2.7631 -0.0179 -0.003 0.007 0.021 0.1138
C 4.2357 -4.5381 -3.9227 0.005 -0.002 0.002 -0.0443
C 3.4946 -3.8037 -2.8406 0.018 -0.040 -0.035 -0.2620
C 2.3959 -4.3555 -2.2116 0.026 -0.071 -0.008 -0.0178
C 1.7011 -3.6797 -1.2156 -0.013 -0.029 0.133 -0.3053
C 0.5076 -4.4176 -0.6460 -0.031 -0.146 -0.043 -0.1009
C 2.1091 -2.3925 -0.8181 0.217 0.329 -0.144 -0.2514
Te 0.6866 -1.7289 0.6994 -0.384 0.478 0.011 1.9797
N -0.0330 0.1360 1.4346 -0.035 -0.123 -0.293 -0.1239
C 1.1254 0.5034 1.8244 0.488 -0.253 -0.046 -0.5860
O 2.0963 -0.3454 1.5194 0.574 0.298 -0.072 -0.2707
C 1.4800 1.7448 2.5414 -0.110 0.060 0.052 -0.1443
C 0.4890 2.6816 2.8315 0.029 0.020 -0.038 -0.0450
C 0.8167 3.8555 3.4888 -0.008 0.010 0.007 -0.0680
C 2.1335 4.0996 3.8584 0.001 -0.001 0.000 -0.0780
C 3.1218 3.1700 3.5677 -0.017 -0.002 0.003 -0.0689
C 2.7986 1.9935 2.9089 0.020 -0.020 0.014 -0.0128
C -0.7645 -1.3530 -0.8189 -0.102 -0.218 0.037 -0.3526
C -1.9559 -2.0681 -0.7321 -0.008 0.045 -0.090 -0.1454
C -2.9922 -1.8047 -1.6172 0.004 -0.008 0.041 -0.0807
C -2.8360 -0.8201 -2.5770 0.003 0.000 -0.009 -0.0686
C -1.6481 -0.1076 -2.6539 0.007 0.005 -0.008 -0.0474
C -0.5908 -0.3569 -1.7838 -0.045 0.003 0.023 -0.2915
C 0.6713 0.4493 -1.9074 0.011 -0.006 -0.014 -0.0480
C 3.2315 -1.8065 -1.4528 -0.191 -0.215 -0.033 -0.2643
C 3.8230 -0.4301 -1.2613 0.021 -0.134 -0.046 -0.0590
C 3.8897 -2.5400 -2.4384 -0.053 -0.007 0.033 -0.0254
H 3.8378 -5.5422 -4.0627 0.001 0.003 0.001 0.0747
H 5.2962 -4.6226 -3.6813 0.001 -0.001 0.000 0.0826
H 4.1586 -4.0086 -4.8739 -0.002 0.000 0.001 0.0837
H 2.0633 -5.3498 -2.4900 -0.003 0.004 -0.001 0.1201
H 0.7076 -5.4883 -0.6618 -0.023 -0.006 -0.033 0.0870
H -0.3845 -4.2337 -1.2477 0.016 0.004 0.015 0.0842
H 0.2605 -4.1701 0.3870 0.020 -0.181 -0.083 0.0185
H -0.5311 2.4828 2.5269 0.010 0.008 -0.011 0.0814
H 0.0465 4.5826 3.7110 0.001 0.002 0.000 0.1066
H 2.3885 5.0174 4.3721 0.002 0.000 0.002 0.1046
H 4.1471 3.3609 3.8559 0.002 0.000 -0.001 0.1058
H 3.5584 1.2593 2.6788 -0.013 -0.004 -0.010 0.1168
H -2.0944 -2.8014 0.0511 -0.017 0.008 0.038 0.1027
H -3.9257 -2.3429 -1.5263 -0.005 -0.004 -0.008 0.1115
H -3.6460 -0.5907 -3.2574 0.001 0.001 0.003 0.1082
H -1.5369 0.6717 -3.3997 -0.002 0.007 0.004 0.1132
H 0.4701 1.3936 -2.4142 0.006 -0.003 -0.014 0.0848
H 1.4259 -0.0909 -2.4829 -0.070 0.010 0.000 0.0781
H 1.1081 0.6812 -0.9339 -0.011 -0.002 -0.005 0.0559
H 3.4294 0.1070 -0.4240 -0.278 0.226 0.519 0.0451
H 3.6608 0.1665 -2.1634 0.000 -0.021 0.067 0.0846
H 4.9032 -0.5206 -1.1320 -0.049 0.018 0.040 0.0877
H 4.7503 -2.0832 -2.9174 0.002 0.003 0.001 0.1250